{"formula": "C23H33N5O2", "method": "wB97M-V/def2-TZVPD", "species": ["C", "C", "C", "C", "N", "C", "C", "C", "C", "C", "N", "C", "C", "C", "C", "C", "C", "N", "C", "C", "C", "N", "C", "O", "N", "C", "C", "C", "O", "C", "H", "H", "H", "H", "H", "H", "H", "H", "H", "H", "H", "H", "H", "H", "H", "H", "H", "H", "H", "H", "H", "H", "H", "H", "H", "H", "H", "H", "H", "H", "H", "H", "H"], "positions_angstrom": [[-1.94330, -4.03389, -1.40363], [-2.95746, -3.44951, -0.42725], [-2.90180, -1.92357, -0.33848], [-1.70788, -1.41970, 0.48386], [-1.66312, 0.02652, 0.53826], [-2.62931, 0.65934, 1.42222], [-3.61988, 1.52569, 0.64143], [-4.65068, 2.20008, 1.54524], [-5.64596, 1.22105, 2.15844], [-0.67069, 0.81606, 0.06323], [-0.61894, 2.04125, 0.56866], [0.41241, 2.85003, 0.28239], [0.48755, 4.14004, 0.84165], [1.59347, 4.91228, 0.61105], [2.65229, 4.44472, -0.18368], [2.59440, 3.20685, -0.76612], [1.46504, 2.40094, -0.55414], [1.31629, 1.22572, -1.20291], [0.28295, 0.46760, -0.96088], [0.17661, -0.70959, -1.91104], [0.34745, -0.24354, -3.26315], [0.48050, 0.12281, -4.33826], [1.32071, -1.68636, -1.53914], [1.09691, -2.73937, -0.98314], [2.52431, -1.22106, -1.88240], [3.75529, -1.85944, -1.47741], [4.70996, -0.85862, -0.82999], [4.12873, -0.26054, 0.45893], [3.75030, -1.21369, 1.42102], [4.82064, -1.85130, 2.07193], [-0.92390, -3.80535, -1.10600], [-2.11115, -3.64310, -2.40618], [-2.04620, -5.11561, -1.44350], [-2.79238, -3.87120, 0.56649], [-3.96126, -3.74081, -0.74637], [-3.81891, -1.56275, 0.13233], [-2.87068, -1.50000, -1.34607], [-0.76724, -1.82257, 0.11427], [-1.81621, -1.79042, 1.51139], [-3.15636, -0.12664, 1.96162], [-2.09443, 1.29040, 2.13850], [-3.05098, 2.29317, 0.11501], [-4.13228, 0.91325, -0.10374], [-4.13192, 2.73983, 2.33978], [-5.20132, 2.93348, 0.95230], [-6.40795, 1.75980, 2.71680], [-6.13978, 0.64253, 1.38032], [-5.15405, 0.53315, 2.84129], [-0.32587, 4.47975, 1.46356], [1.66275, 5.89745, 1.04895], [3.51446, 5.07621, -0.33880], [3.39154, 2.83449, -1.39164], [-0.78098, -1.22484, -1.84584], [2.57799, -0.27110, -2.23120], [4.23453, -2.31513, -2.35191], [3.48886, -2.64781, -0.76844], [5.65448, -1.36148, -0.61773], [4.91345, -0.04026, -1.52337], [3.21125, 0.28578, 0.22744], [4.85511, 0.44656, 0.88920], [5.51198, -1.11797, 2.50588], [5.38039, -2.51170, 1.40053], [4.38027, -2.44793, 2.86842]], "gap_ev": 7.85, "e_homo_ev": -8.08, "smiles": "CCCCN(CCCC)c1nc2ccccc2nc1[C@@H](C#N)C(=O)NCCCOC", "spin_multiplicity": 1}

---

{"formula": "C13H14IN3SeTc", "method": "wB97M-V/def2-TZVPD", "species": ["C", "C", "H", "H", "H", "H", "H", "H", "C", "C", "C", "C", "H", "H", "H", "H", "N", "C", "C", "N", "C", "C", "C", "H", "H", "C", "H", "H", "Tc", "I", "Se", "C", "N"], "positions_angstrom": [[-0.00749, 0.84491, 2.65856], [2.41127, 1.56646, 1.19675], [-0.61108, 1.75626, 2.92242], [0.99104, 1.10261, 3.89231], [-0.25466, -0.03213, 3.26455], [2.67151, 1.63968, 0.17937], [2.36830, 2.64148, 1.36818], [3.29174, 0.99904, 1.55534], [-2.32052, -0.70286, 1.22866], [-3.53479, -1.26890, 0.81376], [-3.66600, -1.71353, -0.49493], [-2.58423, -1.59258, -1.37798], [-2.15901, -0.31673, 2.24739], [-4.34281, -1.33602, 1.52686], [-4.61196, -2.16055, -0.85833], [-2.64237, -1.90949, -2.39966], [-1.29460, -0.60001, 0.35925], [-1.41572, -1.03445, -0.90189], [-0.19986, -0.83682, -1.80318], [0.84473, -0.20395, -1.28031], [1.96492, 0.06328, -1.93866], [0.99598, -1.01428, -3.85487], [2.06626, -0.34557, -3.26675], [2.77073, 0.59739, -1.41061], [2.97289, -0.13270, -3.80692], [-0.16353, -1.26470, -3.10809], [-1.00714, -1.77786, -3.51160], [1.04128, -1.35573, -4.90708], [0.51225, 0.45955, 0.72413], [-0.63048, 2.63073, -0.03937], [3.10487, 2.47473, 4.75001], [2.07222, 1.71324, 3.53301], [1.36626, 1.10950, 2.73968]], "gap_ev": [5.77, 5.99], "total_charge": 2, "e_homo_ev": [-14.72, -14.66], "spin_multiplicity": 4, "s_squared": 3.817}

---

{"formula": "C5H10O", "method": "wB97M-V/def2-TZVPD", "species": ["C", "C", "O", "C", "C", "C", "H", "H", "H", "H", "H", "H", "H", "H", "H", "H"], "positions_angstrom": [[-1.83245, 0.07139, -0.03858], [-0.46791, -0.58760, -0.01597], [0.47869, 0.13127, -0.86113], [0.63285, -0.31117, 0.94779], [1.38674, -0.67375, -1.61228], [0.52107, 0.99144, 1.67251], [-2.32481, -0.07040, -1.00676], [-1.77355, 1.14371, 0.16184], [-2.46000, -0.38809, 0.73423], [-0.53740, -1.63457, -0.33708], [0.84254, -1.41747, -2.20463], [1.91708, 0.00962, -2.27934], [2.08557, -1.16753, -0.93355], [0.20708, 0.70569, 2.68924], [-0.18505, 1.74833, 1.30220], [1.50954, 1.44913, 1.78151]], "gap_ev": 8.87, "e_homo_ev": -7.78, "spin_multiplicity": 1}

---

{"formula": "C6H13NO", "method": "wB97M-V/def2-TZVPD", "species": ["C", "C", "C", "N", "C", "C", "C", "O", "H", "H", "H", "H", "H", "H", "H", "H", "H", "H", "H", "H", "H"], "positions_angstrom": [[-0.66387, 0.44047, -2.58670], [1.76024, 0.39893, 1.85690], [-1.50284, 0.61800, -1.46840], [-1.02028, -0.10023, -0.28498], [0.41393, -0.13049, -0.34866], [0.80830, -1.59427, -0.14306], [-1.51219, 0.54638, 0.95664], [-2.50554, 1.30906, -1.33734], [-1.06331, 0.85309, -3.50831], [-0.34864, -0.58991, -2.74733], [1.24143, 0.53507, 2.80937], [2.44787, 1.23722, 1.75672], [2.41964, -0.45612, 2.00753], [0.68354, 0.55211, -1.18244], [1.05696, 0.26734, 0.82585], [0.63139, -2.11162, -1.09182], [0.08988, -2.03421, 0.54837], [1.82537, -1.81517, 0.16404], [-2.59306, 0.49843, 1.00246], [-1.17910, 1.58834, 1.03123], [-0.98972, -0.01242, 1.73993]], "gap_ev": 5.95, "e_homo_ev": -7.69, "spin_multiplicity": 1}

---

{"formula": "C19H23N3O6Si2Ta", "method": "wB97M-V/def2-TZVPD", "species": ["Ta", "C", "Si", "C", "C", "C", "C", "C", "C", "C", "Si", "C", "C", "H", "H", "H", "H", "H", "H", "H", "H", "H", "H", "H", "H", "H", "H", "H", "H", "O", "C", "C", "O", "C", "C", "O", "C", "O", "O", "C", "N", "C", "C", "O", "N", "C", "N", "H", "H", "H", "H", "H", "H", "H"], "positions_angstrom": [[-0.64114, 0.38084, -0.09474], [-0.26720, -0.17634, 3.66971], [0.73878, 0.01482, 2.08745], [2.32921, 0.89175, 2.52386], [1.25329, -1.76173, 1.60914], [2.23842, -2.33107, 2.50947], [2.69469, -3.60655, 2.32741], [2.27228, -4.33045, 1.25469], [1.37221, -3.84166, 0.34788], [0.90269, -2.50708, 0.50305], [-0.25147, -2.09690, -0.90481], [0.58673, -2.47212, -2.58016], [-1.90968, -2.97249, -0.82685], [0.35101, -0.63187, 4.39478], [-1.15719, -0.76941, 3.52167], [-0.68212, 0.85527, 3.93634], [2.57614, 0.57546, 3.52150], [2.28150, 1.94977, 2.43921], [3.18812, 0.64949, 1.94949], [2.56786, -1.72000, 3.33786], [3.49012, -4.02299, 2.93422], [2.66779, -5.31600, 1.04902], [0.97946, -4.47886, -0.44298], [-0.00888, -3.18499, -3.20354], [1.56341, -2.91582, -2.33432], [0.75519, -1.47641, -3.09532], [-1.87682, -4.03607, -1.10147], [-2.51481, -2.48488, -1.64442], [-2.39991, -2.83539, 0.12548], [-6.56926, 0.95181, 1.28355], [-5.42208, 0.87246, 1.03774], [-4.54785, 1.84643, 0.14232], [-4.81228, 2.77495, -0.56746], [-3.25090, 1.18275, 0.22404], [-3.20694, 0.01969, 0.87168], [-2.01655, -0.63685, 0.91386], [-4.51339, -0.25141, 1.49839], [-4.75294, -1.09726, 2.29322], [-2.15531, 1.68791, -0.30108], [1.85048, 4.42480, -3.36642], [1.45752, 3.30223, -2.54917], [2.36558, 2.17996, -2.23915], [1.49364, 1.36586, -1.33521], [1.69512, 0.36334, -0.66661], [0.29601, 1.98315, -1.23997], [0.28041, 3.13991, -1.92913], [-0.79010, 3.90356, -1.96875], [2.81577, 4.26091, -3.91250], [2.03273, 5.38224, -2.84412], [1.07431, 4.59476, -4.11754], [3.31998, 2.44272, -1.79906], [2.66371, 1.62593, -3.13939], [-1.69707, 3.52222, -1.66945], [-0.71026, 4.80962, -2.43343]], "gap_ev": 7.28, "total_charge": 1, "e_homo_ev": -11.36, "spin_multiplicity": 1}

---

{"formula": "C16H15NO3", "method": "wB97M-V/def2-TZVPD", "species": ["C", "C", "O", "C", "C", "C", "C", "C", "C", "C", "N", "C", "O", "C", "C", "C", "C", "C", "C", "O", "H", "H", "H", "H", "H", "H", "H", "H", "H", "H", "H", "H", "H", "H", "H"], "positions_angstrom": [[-3.06349, -2.66703, 0.13749], [-3.13154, -1.17144, 0.40996], [-2.24482, -0.53354, -0.49684], [-1.72481, 0.68232, -0.18245], [-2.32394, 1.55909, 0.71708], [-1.76551, 2.79837, 0.97237], [-0.60647, 3.18565, 0.32769], [-0.00383, 2.31880, -0.56650], [-0.53645, 1.06563, -0.82308], [0.18279, 0.13274, -1.79947], [0.07862, -1.25819, -1.42964], [0.73972, -1.72881, -0.33501], [0.43951, -2.77285, 0.20920], [1.91255, -0.89944, 0.02320], [2.69899, -1.21091, 1.12631], [3.85981, -0.50621, 1.37640], [4.25358, 0.50060, 0.50669], [3.48017, 0.82665, -0.59215], [2.29598, 0.14016, -0.82964], [1.54248, 0.48702, -1.91636], [-3.37927, -2.87788, -0.88121], [-2.04230, -3.01852, 0.27221], [-3.71531, -3.19633, 0.82635], [-4.15265, -0.79369, 0.26085], [-2.82255, -0.96584, 1.44169], [-3.24030, 1.27785, 1.21194], [-2.24788, 3.46247, 1.67375], [-0.17108, 4.15433, 0.51702], [0.90186, 2.61271, -1.07457], [-0.23951, 0.25689, -2.80644], [-0.76586, -1.74407, -1.69288], [2.37998, -2.02144, 1.76393], [4.46612, -0.74655, 2.23618], [5.16958, 1.04255, 0.68944], [3.77584, 1.60890, -1.27350]], "gap_ev": 9.38, "e_homo_ev": -8.75, "smiles": "CCOc1ccccc1[C@@H]1NC(=O)c2ccccc2O1", "spin_multiplicity": 1}

---

{"formula": "C2H7N3O2", "method": "wB97M-V/def2-TZVPD", "species": ["N", "C", "O", "C", "N", "N", "O", "H", "H", "H", "H", "H", "H", "H"], "positions_angstrom": [[1.40903, 0.18389, 0.86268], [0.90537, 0.60799, -0.47491], [1.71391, 0.81056, -1.40683], [-0.45447, -0.21143, -0.83719], [-0.76005, -1.20925, 0.18617], [-1.34935, 1.01915, -0.54244], [-2.12573, 0.77575, 0.42334], [2.42417, 0.25143, 0.83565], [1.18471, 0.73995, 1.67932], [0.11601, 1.60466, -0.20118], [-0.56069, -0.57855, -1.85476], [-1.61670, -0.66903, 0.69292], [-0.97227, -2.13398, -0.17420], [0.08605, -1.19116, 0.81143]], "gap_ev": [7.48, 7.48], "e_homo_ev": [-7.83, -7.84], "smiles": "N[C@@H]([O-])[C@@H]([NH3+])N=O", "spin_multiplicity": 1}